Entry 1:
This record from the Open Molecules 2025 dataset describes C21H31BF9N5NaO2P as an isolated structure at a distorted geometry. The level of theory is ωB97M-V/def2-TZVPD.

Atoms and positions in Å:
1 C 1.97415 2.99924 -0.73454
2 C -2.34591 -2.60674 -0.79431
3 H -2.54854 -5.76435 1.32484
4 C -1.58602 -5.24861 1.22013
5 H -0.87008 -0.32820 4.92926
6 H 0.59684 1.63214 -1.67919
7 C 0.96198 1.49023 3.60441
8 H 3.70212 -1.35864 -0.64237
9 F -2.10129 4.18007 -1.67610
10 C -1.57818 -4.02030 2.12966
11 H -1.80440 1.82975 4.47706
12 H 2.13555 -1.43465 2.73183
13 N -7.10486 1.41845 1.50542
14 C 4.10380 -0.60813 0.03996
15 C -1.98343 -2.08902 0.63808
16 H 3.52772 4.03340 0.32985
17 C 3.39782 0.69678 -0.25577
18 H -2.56815 -4.35515 -1.96328
19 C -1.02303 4.25185 -0.86649
20 H -1.64803 -1.24630 3.59612
21 C 3.88979 1.91447 0.21050
22 N -2.98244 -0.71286 0.82077
23 H 4.15289 -0.30314 2.19520
24 N 2.23612 0.62066 -0.92772
25 B 0.07055 -0.98497 -3.53755
26 F 1.29006 -1.70984 -3.59418
27 F 0.06389 3.99993 -1.66995
28 N -2.49298 -2.94120 1.73686
29 H 1.09962 -2.59540 0.82642
30 H 4.41435 -1.98175 1.69195
31 H -3.45473 -4.44298 -0.45760
32 H -3.41119 -3.29515 1.50142
33 F -1.09065 2.04273 -0.35222
34 H -3.24196 -2.11565 -1.17924
35 H 0.09008 -1.38877 3.85416
36 C -1.35950 -4.93278 -0.26083
37 F -0.08184 -0.43635 -2.19651
38 H -2.75924 1.53594 2.99453
39 H 1.83517 0.83238 3.54096
40 C 2.37734 -1.36352 1.66626
41 H 1.36092 3.87501 -0.91759
42 H -0.42017 -4.37893 -0.37575
43 C -6.23836 0.64886 1.39932
44 F 0.10853 3.42489 0.90009
45 F -1.04510 -1.85122 -3.77571
46 H -1.81715 -4.32551 3.15046
47 F 0.07418 0.10072 -4.45604
48 H -1.52342 -2.30379 -1.44358
49 H 5.17612 -0.50736 -0.14133
50 Na -0.45219 0.10247 -0.19967
51 H -0.57844 -3.59090 2.15041
52 C -2.50483 -4.12158 -0.89818
53 H -0.81511 -5.94378 1.57368
54 C 1.54604 1.74871 -1.15686
55 C -4.10427 -0.44675 1.04054
56 H -1.60013 2.84626 2.99956
57 H 1.19970 2.43085 3.09627
58 H 1.82442 -0.49469 1.25886
59 H 0.73914 1.68923 4.65890
60 C 3.16890 3.07668 -0.03813
61 O -0.74863 -1.73114 0.78130
62 P -0.47705 0.71004 2.74190
63 O 2.07651 -2.57699 0.98961
64 F -0.87461 5.53288 -0.44169
65 C 3.84410 -1.07222 1.47970
66 C -0.75578 -0.69233 3.90394
67 H -1.23805 -5.87394 -0.80229
68 C -1.78314 1.84135 3.38126
69 H 4.81898 1.94285 0.77552
70 C -1.18815 3.33836 0.32298
71 N -5.32823 -0.30087 1.31701

Cartesian forces, eV/Å:
1.3815 0.2084 0.3704
-0.0692 0.3891 0.2070
-0.0287 -0.0479 -0.0055
-0.0129 0.0745 -0.0799
0.0092 -0.0313 0.0221
0.5505 0.0720 -0.0713
0.0388 0.0506 -0.0813
0.0622 0.0098 -0.0039
0.3131 0.3281 0.1019
-0.1436 0.2126 -0.2198
0.0015 0.0667 -0.0598
-0.0526 -0.0990 0.0811
0.3132 -0.3905 -0.0350
-0.1204 0.1163 -0.0637
1.6034 -1.1047 0.0735
-0.0084 -0.0417 -0.0272
-0.2346 0.1780 -0.0867
0.0286 0.0011 -0.0118
-0.7069 0.0097 0.0551
0.0683 0.0648 0.0181
0.0577 -0.0626 -0.0102
-0.3391 0.2490 0.0110
0.0326 0.0328 -0.0345
0.1178 0.3471 0.2428
0.0405 0.0610 0.0793
-0.8468 0.4213 -0.0694
-2.7202 1.0567 -1.4227
0.3262 0.3710 -0.2172
0.7477 0.2897 0.0737
0.0406 0.0199 0.0230
-0.0532 -0.0482 0.0111
-0.0524 -0.0724 0.0020
-0.6515 0.7565 0.1493
-0.0216 -0.0528 0.0441
-0.1347 0.1058 -0.0039
-0.0458 0.1709 0.0421
-0.1472 -0.4925 -1.0892
0.0751 -0.0240 0.0578
-0.0711 0.0774 0.0006
-0.2470 0.1307 -0.1034
1.8926 -0.8060 0.6779
-0.0606 -0.0529 -0.0412
0.6867 -0.1034 -0.1424
-0.2802 0.0603 0.6576
0.7428 0.5063 0.0432
-0.0532 0.0004 0.0969
-0.0041 -0.7655 0.4946
-0.0631 0.0817 0.0572
0.0522 0.0309 0.0026
0.2951 -0.0821 0.0569
0.0126 0.0849 0.0344
0.1879 -0.0304 0.1250
-0.0284 0.0095 0.0041
0.5532 -0.3484 -0.1186
-0.4683 0.3710 0.0735
0.0070 -0.0073 0.0078
-0.0203 -0.1176 0.0730
-0.0751 -0.5582 0.1905
0.0335 -0.0074 -0.0360
0.0766 -0.3309 -0.0233
-1.1796 -1.1660 0.2154
0.0305 0.2592 0.3687
-0.9771 0.1502 0.0527
-0.0763 -0.1258 -0.3817
0.1675 -0.0193 -0.1632
0.0663 -0.2014 -0.1683
-0.0089 -0.0335 -0.0160
-0.0727 -0.0612 -0.1344
-0.0481 -0.0212 -0.0732
0.0492 -0.2070 -0.0492
-0.5384 0.0874 0.1456

Results
HOMO level in eV: -2.520
Energy relative to the best compared isomer or geometry (same formula, charge and spin) in kJ/mol: 305.8
Orbital gap in eV: 6.47
LUMO level in eV: 3.954
Maximum force in hartree/bohr: 0.063
Net charge: -2
E in Ha: -2670.65843

---

Entry 2:
This record from the Open Molecules 2025 dataset describes C21H31Br2CsN5O7P2 as an isolated structure. The level of theory is ωB97M-V/def2-TZVPD.

Atoms and positions in Å:
1 H 2.99346 -1.08747 -2.62424
2 C 3.60274 -5.59388 -1.43035
3 H 6.70438 -1.68437 1.55351
4 C 5.52168 0.56358 0.57673
5 H 2.35693 6.55583 -0.99369
6 C 3.88052 -2.17581 3.06648
7 C -5.79307 -4.23514 -1.10753
8 P 2.22293 -3.48144 -0.44090
9 N 1.41039 3.41893 -0.25646
10 H -6.15862 -4.76933 -1.97422
11 C 3.20932 -2.15846 -2.61687
12 O 3.57729 -2.75109 0.16047
13 H 1.65900 0.24759 2.23382
14 N 5.17395 -0.83702 0.34793
15 C 1.69184 5.76092 -0.69217
16 H 3.19265 -3.01173 3.23818
17 C 0.84195 -2.79508 -2.66178
18 C -6.65336 -3.92436 -0.06833
19 C -0.42986 4.91039 0.01382
20 H 1.29615 -1.30987 3.05552
21 H 3.31918 -2.50596 -3.64952
22 C -4.00630 -3.16012 0.10985
23 H -4.49539 -2.35599 2.00718
24 O -1.95956 -2.55493 -0.89329
25 O 2.64249 -0.35044 -0.12627
26 H 1.78813 -6.86906 0.15624
27 Br 3.96065 4.08811 -1.08433
28 H 3.08970 -6.25937 1.19852
29 Cs -0.23019 -0.62340 0.32089
30 C -4.89014 -2.87182 1.14151
31 O -2.11471 -2.50384 1.35925
32 N 2.13256 -2.89556 -1.96980
33 O -1.55752 2.02629 -0.30342
34 H 4.67035 1.19849 0.33711
35 N 3.26387 -1.14068 2.25201
36 H 4.77300 -2.57191 2.58474
37 H 0.85578 -3.39437 -3.57658
38 H -1.47532 5.03537 0.26087
39 H 5.92948 -2.78628 0.38975
40 H -6.92430 -3.00436 1.84737
41 H -3.75950 -4.01899 -1.81111
42 O -0.34228 1.94607 1.60378
43 C 2.12506 4.44962 -0.61999
44 H 5.82290 0.74398 1.61560
45 H -0.00814 -3.08206 -2.03591
46 C -6.22590 -3.24024 1.05574
47 Br -8.48492 -4.45228 -0.19224
48 N 2.63806 -5.07026 -0.49002
49 C -0.69402 2.42015 0.50232
50 H 4.55413 -5.83505 -0.94128
51 C -2.54090 -2.71803 0.20744
52 C 2.06074 -0.55012 2.85771
53 H 0.67452 -1.75148 -2.94424
54 H 4.17299 -1.76740 4.03779
55 O 1.08413 -3.23094 0.44535
56 H -0.04597 6.98306 -0.39546
57 C 6.26952 -1.76615 0.54910
58 H 3.21826 -6.50627 -1.89565
59 H 2.37284 -0.09571 3.80074
60 H 7.05978 -1.54747 -0.17417
61 H 1.49053 -5.46853 1.19890
62 C -4.46765 -3.83556 -1.01334
63 C 0.12743 3.63479 0.06506
64 C 2.23356 -5.96481 0.58035
65 H 3.79058 -4.86382 -2.21566
66 P 3.58136 -1.18392 0.62931
67 H 6.35262 0.83496 -0.07762
68 H 4.15454 -2.30920 -2.10224
69 C 0.36133 5.97970 -0.35803

Cartesian forces, eV/Å:
0.0028 0.0032 0.0189
-0.0198 0.0024 0.0374
-0.0060 -0.0021 0.0115
0.0331 -0.0684 -0.0120
-0.0073 0.0051 0.0020
-0.0274 0.0454 0.1468
0.0040 -0.0068 -0.0160
0.2198 0.5131 0.3033
0.0179 0.0121 0.0303
0.0034 -0.0005 -0.0037
-0.0762 -0.0598 -0.1552
-0.0670 0.1354 -0.0573
0.0788 -0.0708 0.0301
0.0352 0.0343 0.1146
-0.0413 0.0020 0.0072
-0.0167 0.0057 -0.0233
-0.0148 0.0634 0.1178
-0.0484 -0.0209 -0.0149
-0.0690 -0.0742 -0.0123
0.0353 0.0581 -0.0624
-0.0046 -0.0093 0.0037
0.0531 -0.0885 0.0044
-0.0628 -0.0001 0.0244
0.0505 -0.3631 -0.0165
0.2720 0.2576 -0.0870
0.0084 -0.0071 0.0070
-0.0427 0.0026 0.0072
-0.0021 0.0073 0.0186
-0.2955 0.1872 -0.2852
0.0493 -0.0773 -0.0288
-0.0033 -0.1601 0.0098
0.1570 0.0284 0.0884
0.0309 0.1407 0.1585
0.0110 0.0236 -0.0103
0.1278 -0.2818 -0.0992
0.0060 0.0041 0.0041
-0.0156 -0.0376 0.0178
0.0030 0.0133 -0.0052
0.0196 -0.0115 -0.0002
0.0035 -0.0011 0.0038
-0.0530 -0.0381 -0.0360
-0.1583 0.1251 0.1207
0.0574 -0.0312 -0.0029
-0.0066 -0.0073 0.0076
0.1943 -0.0856 0.0865
0.0203 0.0138 0.0281
0.0211 0.0029 -0.0004
-0.1295 -0.0159 -0.1136
0.3162 0.3010 -0.0340
0.0091 0.0141 0.0025
-0.5932 0.0587 -0.1206
0.4213 0.0405 -0.1859
0.0243 0.0043 -0.0007
-0.0053 0.0146 -0.0109
0.0005 -0.3832 0.0890
-0.0036 -0.0027 0.0029
-0.0249 0.0501 -0.0558
0.0129 -0.0029 -0.0079
-0.1219 -0.0359 0.0629
0.0109 -0.0087 0.0073
-0.0033 -0.0103 0.0088
0.0290 0.1092 0.0576
-0.0674 0.0419 -0.0463
0.0636 0.0019 -0.0312
0.0033 -0.0226 -0.0220
-0.4686 -0.3920 -0.0408
-0.0162 0.0184 -0.0164
0.0090 0.0002 -0.0062
0.0568 0.0355 -0.0202

Results
HOMO level in eV: -5.681
Energy relative to the best compared isomer or geometry (same formula, charge and spin) in kJ/mol: 22.9
Orbital gap in eV: 7.60
LUMO level in eV: 1.923
Maximum force in hartree/bohr: 0.012
Net charge: -1
E in Ha: -7470.50377

---

Q: Among the records above, which one has the lowest E?
A: C21H31Br2CsN5O7P2